{"formula": "C39H28ClCo2O7PS", "method": "wB97M-V/def2-TZVPD", "gap_ev": 2.39, "de_lowest_kj_mol": 107.0, "charge": -2, "total_energy_ev": -163125.4252, "largest_force_ha_per_bohr": 0.1412, "e_homo_ev": 1.687, "elements": ["Cl", "C", "S", "C", "C", "C", "C", "C", "C", "O", "O", "H", "H", "H", "H", "H", "H", "O", "C", "Co", "C", "O", "C", "O", "C", "C", "C", "C", "C", "C", "C", "C", "C", "Co", "C", "O", "C", "O", "P", "C", "C", "C", "C", "C", "C", "C", "C", "C", "C", "C", "C", "C", "C", "C", "C", "C", "C", "H", "H", "H", "H", "H", "H", "H", "H", "H", "H", "H", "H", "H", "H", "H", "H", "H", "H", "H", "H", "H", "H"], "coordinates": [[2.2978, -0.9391, -2.0035], [3.1309, 0.1572, -0.8999], [4.9456, 0.3096, -1.3462], [5.2590, -0.5100, -2.9208], [5.2440, -1.9062, -3.0075], [5.6575, -2.5318, -4.1839], [6.0367, -1.7589, -5.2878], [6.0194, -0.3638, -5.2067], [5.6407, 0.2633, -4.0176], [5.3056, 1.6977, -1.5289], [5.6410, -0.4551, -0.3344], [3.2707, -0.3868, 0.0446], [4.9096, -2.4942, -2.1536], [5.6927, -3.6234, -4.2265], [6.3550, -2.2470, -6.2099], [6.3183, 0.2557, -6.0551], [5.6516, 1.3494, -3.9299], [3.4034, 0.3272, 2.8518], [2.4282, 0.1319, 2.2607], [0.9166, -0.1458, 1.4624], [0.9994, -1.6702, 0.5701], [1.1821, -2.7698, 0.2371], [0.3833, -0.9664, 2.9183], [0.1481, -1.6362, 3.8354], [0.4208, 1.5664, 1.1931], [1.0794, 1.0660, 0.0536], [2.3047, 1.4102, -0.7435], [2.1785, 2.0795, -2.1369], [3.1642, 2.9766, -2.5563], [3.3130, 3.2911, -3.9111], [2.3474, 2.8635, -4.8288], [1.2291, 2.1670, -4.3615], [1.1891, 1.7092, -3.0335], [-0.7834, 0.7454, 0.1228], [-1.0414, -0.3211, -1.2205], [-1.3555, -1.0171, -2.1027], [-1.7226, 2.1612, -0.1622], [-2.3702, 3.1130, -0.3309], [-2.3669, -0.1057, 1.4862], [-2.6076, -1.9124, 1.7132], [-3.5930, -2.4563, 2.5552], [-3.6685, -3.8442, 2.7337], [-2.7923, -4.6883, 2.0434], [-1.8722, -4.1492, 1.1434], [-1.8567, -2.7726, 0.9122], [-2.3173, 0.5580, 3.1929], [-2.3099, -0.2545, 4.3298], [-2.3282, 0.3098, 5.6069], [-2.3367, 1.6987, 5.7568], [-2.3352, 2.5209, 4.6256], [-2.3170, 1.9541, 3.3449], [-4.1272, 0.2555, 1.0657], [-5.0471, 0.7673, 1.9922], [-6.4130, 0.7986, 1.6892], [-6.8677, 0.3504, 0.4458], [-5.9470, -0.1220, -0.4980], [-4.5830, -0.1673, -0.1939], [0.4200, 2.4915, 1.7349], [2.8826, 2.1039, -0.1225], [3.8316, 3.4124, -1.8184], [4.1832, 3.8620, -4.2497], [2.4449, 3.1260, -5.8893], [0.3746, 1.9847, -5.0174], [0.3770, 1.0625, -2.6910], [-4.2945, -1.8020, 3.0796], [-4.4111, -4.2610, 3.4175], [-2.8386, -5.7675, 2.1941], [-1.1710, -4.7888, 0.6076], [-1.2796, -2.3599, 0.0857], [-2.3285, -1.3367, 4.2350], [-2.3382, -0.3486, 6.4784], [-2.3444, 2.1378, 6.7572], [-2.3551, 3.6077, 4.7298], [-2.3225, 2.5996, 2.4623], [-4.7135, 1.1290, 2.9643], [-7.1180, 1.1677, 2.4365], [-7.9361, 0.3680, 0.2125], [-6.2923, -0.4666, -1.4743], [-3.8742, -0.5608, -0.9275]]}

{"formula": "C39H28F4N6O6PdTe", "method": "wB97M-V/def2-TZVPD", "s2": 8.808, "gap_ev": [7.28, 5.56], "de_lowest_kj_mol": 0.0, "charge": 1, "multiplicity": 6, "total_energy_ev": -83752.0718, "largest_force_ha_per_bohr": 0.0090, "e_homo_ev": [-11.350, -12.112], "elements": ["Pd", "O", "C", "C", "C", "N", "C", "C", "C", "O", "O", "C", "O", "O", "H", "H", "H", "C", "C", "O", "N", "Te", "C", "C", "C", "C", "C", "C", "C", "C", "C", "C", "C", "C", "C", "C", "C", "C", "C", "C", "H", "H", "H", "H", "H", "H", "H", "H", "H", "H", "H", "H", "H", "H", "H", "H", "H", "H", "H", "H", "H", "H", "H", "H", "H", "F", "C", "C", "F", "C", "C", "C", "F", "C", "C", "C", "N", "C", "N", "F", "C", "C", "N", "C", "N"], "coordinates": [[-0.6476, -0.1008, -0.7160], [-1.6380, 0.6004, 5.2322], [-1.3587, 0.5060, 3.9302], [-0.0700, 0.6670, 3.4123], [0.1190, 0.5328, 2.0540], [-0.9124, 0.2690, 1.2459], [-2.1486, 0.0905, 1.7238], [-2.4193, 0.2152, 3.0661], [-3.2099, -0.2433, 0.6807], [-4.3710, -0.3018, 1.0099], [-2.7514, -0.4276, -0.5201], [1.4910, 0.6137, 1.3754], [2.4460, 0.1555, 1.9816], [1.4585, 1.1227, 0.2002], [-0.8401, 0.7464, 5.7576], [0.7860, 0.8669, 4.0440], [-3.4289, 0.0719, 3.4241], [0.4009, 2.1601, -3.6468], [-0.2355, 1.3015, -2.6208], [-0.2080, 0.0277, -2.7013], [-0.8628, 1.7155, -1.5145], [-0.0208, 3.2513, -0.1364], [1.1565, 4.1379, 1.4350], [2.5427, 4.1234, 1.2969], [3.2965, 3.4711, 0.1764], [3.2711, 4.7915, 2.2833], [2.6571, 5.4149, 3.3574], [3.4628, 6.1278, 4.4031], [1.2671, 5.3551, 3.4678], [0.4846, 4.7179, 2.5194], [-1.0079, 4.6535, 2.6896], [-1.2960, 4.8244, -0.6305], [-0.7335, 6.0573, -0.9850], [0.7420, 6.3326, -1.0652], [-1.6073, 7.1023, -1.2755], [-2.9824, 6.9435, -1.2185], [-3.9082, 8.0812, -1.5270], [-3.5030, 5.6988, -0.8624], [-2.6887, 4.6218, -0.5671], [-3.2972, 3.3099, -0.1821], [0.5494, 1.5893, -4.5602], [1.3753, 2.4896, -3.2775], [-0.2131, 3.0371, -3.8455], [2.6948, 2.7734, -0.4045], [4.1209, 2.8855, 0.5830], [3.7210, 4.2239, -0.4917], [4.3520, 4.8120, 2.2048], [4.5250, 6.1070, 4.1687], [3.3206, 5.6646, 5.3805], [3.1521, 7.1697, 4.4885], [0.7834, 5.8128, 4.3236], [-1.2846, 4.9489, 3.7005], [-1.3889, 3.6392, 2.5334], [-1.5259, 5.3166, 1.9955], [1.3677, 5.4399, -1.0331], [1.0593, 6.9729, -0.2401], [0.9743, 6.8489, -1.9968], [-1.1941, 8.0631, -1.5591], [-3.3616, 8.9643, -1.8513], [-4.4945, 8.3466, -0.6461], [-4.6107, 7.8037, -2.3135], [-4.5778, 5.5709, -0.8094], [-4.3688, 3.4112, -0.0204], [-2.8709, 2.9286, 0.7523], [-3.1508, 2.5557, -0.9536], [4.6058, -3.6230, 2.0638], [3.6039, -3.2226, 2.8240], [3.8758, -2.8981, 4.1461], [5.1242, -3.0273, 4.5597], [2.8889, -2.3965, 5.0002], [1.5953, -2.3029, 4.4685], [1.3252, -2.6386, 3.1674], [0.0667, -2.5507, 2.7373], [2.3253, -3.0661, 2.2862], [2.0495, -3.2257, 0.8791], [0.9248, -2.6102, 0.2927], [0.0723, -2.0536, -0.2474], [2.9282, -3.8196, -0.0459], [3.6008, -4.3216, -0.8376], [0.5785, -1.8865, 5.2208], [3.1867, -1.9638, 6.3597], [4.4035, -2.2473, 7.0022], [5.3812, -2.4574, 7.5787], [2.2835, -1.1615, 7.0850], [1.5641, -0.4965, 7.6944]]}